{
  "formula": "C26H35BrF3NO4",
  "method": "ωB97M-V/def2-TZVPD",
  "multiplicity": 1,
  "energy_ha": -4240.9280,
  "charge": 0,
  "lumo_energy_ev": 0.16,
  "smiles": "CCCCN[C@]1(C)OC(=O)[C@@H](C[C@H](C)O)[C@]1(Br)COC(F)(F)F.c1ccccc1.c1ccccc1",
  "molar_mass_g_mol": 562.47,
  "elements": ["C", "C", "C", "C", "N", "C", "C", "O", "C", "O", "C", "C", "C", "C", "O", "C", "Br", "C", "O", "C", "F", "F", "F", "H", "H", "H", "H", "H", "H", "H", "H", "H", "H", "H", "H", "H", "H", "H", "H", "H", "H", "H", "H", "H", "H", "H", "C", "C", "C", "C", "C", "C", "H", "H", "H", "H", "H", "H", "C", "C", "C", "C", "C", "C", "H", "H", "H", "H", "H", "H"],
  "xyz": [[-1.490, 3.034, -0.825], [-2.996, 3.004, -1.437], [-3.155, 1.530, -2.107], [-3.480, 0.430, -0.982], [-2.317, -0.348, -0.489], [-1.922, -1.472, -1.352], [-3.064, -2.510, -1.865], [-1.230, -2.342, -0.371], [-0.240, -3.230, -0.883], [0.078, -4.338, -0.436], [0.330, -2.497, -2.200], [0.651, -3.414, -3.466], [1.882, -4.444, -3.206], [3.296, -3.635, -3.249], [1.910, -5.327, -4.377], [-0.687, -1.242, -2.389], [-1.204, -0.944, -4.310], [0.293, -0.020, -1.949], [0.696, -0.117, -0.562], [1.469, 0.976, -0.144], [2.731, 0.515, 0.368], [0.791, 1.558, 0.960], [1.769, 1.905, -1.146], [-0.795, 2.971, -1.725], [-1.267, 3.994, -0.260], [-1.407, 2.098, -0.163], [-3.042, 3.807, -2.242], [-3.791, 3.180, -0.625], [-2.291, 1.260, -2.792], [-4.106, 1.617, -2.753], [-4.367, -0.180, -1.352], [-3.873, 1.025, -0.075], [-2.440, -0.641, 0.495], [-3.253, -2.444, -2.985], [-4.079, -2.298, -1.363], [-2.815, -3.590, -1.616], [1.387, -2.213, -1.832], [-0.257, -4.070, -3.737], [0.989, -2.794, -4.375], [1.757, -5.054, -2.259], [3.750, -3.759, -2.211], [3.146, -2.518, -3.425], [4.032, -4.098, -3.992], [2.214, -4.775, -5.135], [1.192, -0.077, -2.667], [-0.256, 0.941, -2.202], [1.713, -1.532, 2.620], [2.323, -0.716, 3.568], [2.732, -1.248, 4.786], [2.540, -2.599, 5.055], [1.933, -3.416, 4.107], [1.515, -2.883, 2.892], [1.393, -1.115, 1.672], [2.478, 0.337, 3.357], [3.202, -0.609, 5.527], [2.864, -3.015, 6.003], [1.784, -4.471, 4.316], [1.036, -3.520, 2.156], [-0.358, 5.461, 4.650], [-0.164, 4.248, 3.997], [0.185, 4.231, 2.650], [0.350, 5.428, 1.959], [0.159, 6.640, 2.614], [-0.199, 6.657, 3.958], [-0.634, 5.474, 5.699], [-0.285, 3.315, 4.537], [0.330, 3.286, 2.139], [0.627, 5.415, 0.910], [0.289, 7.574, 2.076], [-0.353, 7.603, 4.467]],
  "atomic_forces_ev_per_a": [[-1.25, -0.14, -0.24], [1.71, -0.76, -0.18], [-1.67, 0.98, 0.40], [-0.63, 1.38, 0.23], [-0.68, -0.06, -1.41], [0.86, -2.80, 0.83], [-1.03, 0.71, -0.63], [1.59, -1.70, 0.29], [-0.46, -0.47, -1.26], [-1.22, 3.91, -0.81], [0.23, -1.18, 0.35], [-0.02, -1.19, 0.51], [0.55, 1.41, -1.64], [-0.40, -0.42, 1.50], [-0.08, 0.75, 0.52], [2.16, 0.23, 1.41], [0.32, -0.02, 1.45], [-1.24, 0.39, -2.58], [1.29, 2.18, -0.61], [0.61, -0.76, 1.13], [-3.03, 1.22, -1.28], [1.89, -0.90, -2.74], [-0.88, -1.77, 2.49], [-0.67, 0.00, 1.27], [-0.26, -1.31, -0.56], [0.26, 1.58, -0.90], [-0.27, -0.99, 1.04], [1.15, -0.27, -1.33], [-1.03, 0.38, 0.97], [1.49, -0.39, 0.73], [1.20, 0.36, 0.47], [0.58, -0.98, -1.33], [0.17, -0.13, -1.12], [0.30, 0.01, 1.39], [1.69, -0.19, -0.62], [0.04, 1.53, -0.27], [-1.72, 0.35, -0.51], [1.32, 1.15, 0.25], [-0.80, -0.74, 1.46], [0.11, 0.64, -1.40], [-0.28, 0.38, -1.36], [0.24, -1.46, 0.02], [-1.23, 0.70, 0.96], [-0.37, -0.60, 0.88], [-1.23, 0.02, 1.26], [0.78, -1.05, 0.83], [0.02, -0.09, 0.16], [-0.02, -0.03, 0.00], [-0.04, -0.05, -0.06], [-0.02, 0.04, -0.06], [0.01, 0.07, -0.01], [0.02, 0.05, -0.01], [-0.01, -0.11, 0.11], [-0.01, -0.08, 0.00], [-0.02, -0.04, -0.06], [-0.02, 0.03, -0.07], [0.00, 0.08, -0.02], [0.03, 0.03, 0.04], [0.02, 0.01, -0.08], [-0.01, 0.09, -0.03], [-0.01, 0.03, 0.02], [-0.04, 0.00, 0.12], [-0.01, -0.05, 0.01], [0.02, -0.09, -0.03], [0.02, 0.00, -0.08], [0.01, 0.07, -0.05], [-0.03, 0.20, 0.11], [-0.01, 0.00, 0.07], [-0.02, -0.07, 0.05], [0.02, -0.06, -0.03]],
  "mulliken_charge": [-0.269, -0.818, -0.260, -0.614, 0.109, 0.874, -1.501, -0.448, 0.021, -0.611, 0.748, -0.854, 0.060, -1.087, -0.573, -0.289, -0.020, -1.042, 0.271, 0.670, -0.285, -0.240, -0.248, 0.181, 0.304, -0.143, 0.336, 0.318, 0.145, 0.331, 0.249, 0.423, 0.288, 0.266, 0.430, 0.340, 0.013, 0.175, 0.446, 0.396, 0.238, 0.223, 0.430, 0.347, 0.473, 0.188, 0.413, -0.556, -0.491, -0.409, -0.506, -0.494, 0.081, 0.407, 0.362, 0.356, 0.377, 0.386, -0.344, -0.603, 0.085, -0.437, -0.426, -0.435, 0.362, 0.393, 0.391, 0.389, 0.353, 0.354]
}

---

{
  "formula": "C26H35CoN4O3SSi2",
  "method": "ωB97M-V/def2-TZVPD",
  "relative_energy_kcal_mol": 2.1,
  "multiplicity": 2,
  "energy_ha": -3816.6164,
  "s2": 0.8737,
  "charge": -1,
  "lumo_energy_ev": [2.39, 2.40],
  "molar_mass_g_mol": 598.76,
  "elements": ["Co", "C", "Si", "C", "C", "C", "C", "C", "C", "C", "Si", "C", "C", "H", "H", "H", "H", "H", "H", "H", "H", "H", "H", "H", "H", "H", "H", "H", "H", "C", "N", "C", "C", "C", "O", "N", "C", "O", "H", "H", "H", "H", "H", "C", "C", "C", "N", "C", "S", "N", "C", "O", "C", "C", "C", "C", "C", "C", "H", "H", "H", "H", "H", "H", "H", "H", "H", "H", "H", "H", "H", "H"],
  "xyz": [[2.019, -0.600, 0.575], [3.134, 0.087, 3.668], [1.492, -0.266, 2.760], [0.701, -1.664, 3.789], [0.419, 1.294, 3.018], [-0.274, 1.655, 4.176], [-1.022, 2.821, 4.228], [-1.079, 3.657, 3.115], [-0.384, 3.315, 1.962], [0.364, 2.135, 1.894], [1.372, 1.530, 0.381], [2.824, 2.749, 0.229], [0.290, 1.883, -1.144], [2.975, 0.289, 4.733], [3.631, 0.954, 3.225], [3.809, -0.768, 3.572], [0.675, -1.440, 4.860], [1.282, -2.580, 3.647], [-0.326, -1.863, 3.469], [-0.254, 1.002, 5.044], [-1.571, 3.078, 5.128], [-1.667, 4.568, 3.149], [-0.433, 3.975, 1.100], [2.490, 3.790, 0.165], [3.393, 2.506, -0.673], [3.494, 2.662, 1.088], [0.066, 2.947, -1.274], [-0.657, 1.343, -1.043], [0.799, 1.520, -2.041], [5.163, -0.505, -4.153], [4.732, -1.049, -2.880], [5.296, -2.164, -2.350], [4.900, -2.683, -1.175], [3.831, -1.992, -0.483], [3.350, -2.366, 0.604], [3.300, -0.870, -1.025], [3.683, -0.363, -2.215], [3.208, 0.624, -2.761], [5.976, -1.120, -4.538], [5.503, 0.523, -4.033], [4.339, -0.497, -4.866], [6.087, -2.609, -2.943], [5.344, -3.571, -0.755], [-1.786, -0.471, -3.608], [-2.734, -1.645, -3.403], [-2.275, -2.612, -2.314], [-2.295, -2.008, -0.994], [-1.215, -1.526, -0.347], [0.349, -1.752, -0.882], [-1.420, -0.875, 0.844], [-2.593, -0.579, 1.533], [-2.640, -0.620, 2.739], [-3.802, -0.168, 0.745], [-3.719, 0.680, -0.353], [-4.870, 1.071, -1.016], [-6.109, 0.603, -0.594], [-6.197, -0.241, 0.505], [-5.046, -0.616, 1.182], [-2.175, 0.217, -4.361], [-0.801, -0.813, -3.928], [-1.632, 0.092, -2.686], [-2.839, -2.211, -4.334], [-3.735, -1.278, -3.149], [-1.259, -2.956, -2.501], [-2.931, -3.486, -2.290], [-3.204, -1.832, -0.602], [-0.537, -0.740, 1.355], [-2.752, 1.040, -0.682], [-4.799, 1.741, -1.864], [-7.008, 0.902, -1.118], [-7.162, -0.600, 0.839], [-5.091, -1.251, 2.057]],
  "atomic_forces_ev_per_a": [[-0.02, -0.27, -0.12], [-0.01, 0.03, 0.01], [0.10, 0.04, 0.02], [-0.05, -0.01, -0.04], [0.02, -0.07, 0.03], [-0.05, -0.04, 0.01], [-0.01, 0.05, -0.05], [0.02, -0.05, 0.03], [-0.01, -0.02, 0.03], [-0.05, 0.09, -0.08], [-0.01, 0.09, 0.05], [0.04, -0.01, 0.00], [-0.09, 0.01, 0.02], [0.01, 0.00, 0.01], [0.00, 0.00, 0.02], [-0.01, -0.01, 0.01], [0.01, 0.03, 0.00], [0.00, 0.00, 0.01], [0.02, -0.02, 0.04], [0.02, 0.00, 0.00], [0.00, 0.01, 0.00], [0.00, 0.00, 0.00], [0.00, 0.00, -0.01], [-0.02, 0.00, -0.01], [0.00, 0.03, -0.01], [-0.01, 0.01, 0.00], [0.00, 0.01, 0.03], [0.02, 0.02, -0.05], [0.00, -0.01, 0.02], [-0.01, -0.03, 0.00], [-0.10, 0.18, -0.07], [0.10, -0.14, 0.00], [-0.04, 0.06, -0.02], [0.13, 0.02, -0.22], [-0.16, -0.04, 0.26], [-0.01, 0.09, -0.03], [0.06, -0.07, 0.05], [0.02, -0.02, 0.00], [0.00, 0.01, 0.00], [0.01, 0.01, 0.01], [0.00, -0.01, 0.01], [0.00, 0.00, 0.01], [0.00, -0.01, 0.00], [0.00, -0.03, 0.00], [0.00, 0.02, 0.01], [0.02, 0.00, -0.02], [0.00, 0.05, 0.05], [-0.01, -0.22, -0.21], [-0.03, 0.04, 0.08], [0.16, 0.14, 0.13], [-0.06, -0.10, 0.02], [0.08, 0.06, -0.02], [-0.11, -0.02, 0.06], [0.10, 0.05, -0.05], [-0.07, -0.02, 0.02], [0.05, 0.03, -0.04], [0.03, -0.01, 0.03], [0.00, 0.02, -0.01], [0.01, 0.01, 0.00], [0.00, 0.01, 0.00], [-0.02, -0.01, -0.02], [0.00, -0.01, 0.00], [-0.01, 0.00, 0.00], [-0.01, 0.00, -0.01], [0.00, -0.01, 0.01], [0.00, 0.02, -0.01], [-0.08, 0.00, -0.01], [0.03, 0.01, 0.02], [0.00, 0.00, 0.00], [0.00, 0.00, 0.00], [0.00, 0.00, 0.00], [0.00, 0.00, 0.00]],
  "lowdin_spin": [1.219, 0.002, -0.065, -0.026, -0.005, -0.002, 0.000, -0.001, -0.002, -0.007, -0.083, -0.011, -0.023, 0.000, 0.001, 0.000, -0.004, 0.000, 0.000, 0.000, 0.000, 0.000, 0.000, -0.002, 0.000, 0.001, -0.004, 0.000, 0.000, 0.000, 0.001, 0.001, 0.000, 0.005, 0.005, 0.003, 0.001, 0.000, 0.000, 0.000, 0.000, 0.000, 0.000, 0.000, 0.000, 0.001, -0.003, -0.003, 0.016, -0.005, -0.001, -0.001, 0.000, 0.000, 0.000, 0.000, 0.000, 0.000, 0.000, 0.000, 0.000, 0.000, 0.000, 0.001, 0.000, 0.000, -0.006, 0.000, 0.000, 0.000, 0.000, 0.000]
}

---

{
  "formula": "C26H35EuO5S",
  "method": "ωB97M-V/def2-TZVPD",
  "relative_energy_kcal_mol": 26.1,
  "multiplicity": 8,
  "energy_ha": -2496.3908,
  "s2": 15.7601,
  "charge": -1,
  "lumo_energy_ev": [2.35, 2.34],
  "molar_mass_g_mol": 611.59,
  "elements": ["O", "C", "C", "H", "H", "C", "H", "H", "C", "H", "H", "H", "C", "H", "H", "H", "Eu", "C", "C", "C", "H", "C", "C", "H", "H", "H", "H", "C", "C", "C", "H", "C", "C", "H", "H", "H", "H", "O", "C", "C", "H", "H", "C", "H", "H", "C", "H", "H", "H", "H", "C", "C", "C", "C", "C", "C", "C", "S", "O", "O", "O", "H", "H", "H", "H", "H", "H", "H"],
  "xyz": [[0.583, -1.010, -2.772], [1.240, 0.219, -3.380], [0.999, -0.289, -4.801], [2.296, 0.239, -3.072], [0.714, 1.128, -3.050], [0.609, -1.632, -4.137], [1.886, -0.374, -5.433], [0.167, 0.181, -5.335], [1.764, -2.601, -4.270], [2.703, -2.045, -4.189], [1.728, -3.058, -5.266], [1.769, -3.404, -3.526], [-0.739, -2.192, -4.542], [-1.493, -1.404, -4.509], [-1.078, -3.001, -3.879], [-0.665, -2.582, -5.568], [0.273, -0.769, -0.530], [-2.608, -1.251, 1.290], [-2.766, 0.146, 1.503], [-2.783, 0.784, 0.235], [-2.959, 0.618, 2.456], [-2.673, -0.226, -0.775], [-2.573, -1.491, -0.110], [-2.496, -2.464, -0.593], [-2.533, -1.986, 2.082], [-2.865, 1.867, 0.111], [-2.738, -0.085, -1.857], [0.775, -2.852, 1.665], [-0.248, -3.363, 0.822], [0.302, -3.574, -0.472], [-1.258, -3.582, 1.147], [1.688, -3.186, -0.429], [1.967, -2.701, 0.886], [2.910, -2.312, 1.285], [0.737, -2.821, 2.748], [-0.216, -4.031, -1.309], [2.400, -3.314, -1.238], [-0.433, 3.118, -3.769], [-1.740, 2.538, -3.671], [-2.510, 3.117, -2.453], [-1.573, 1.432, -3.554], [-2.336, 2.695, -4.600], [-1.547, 4.196, -1.877], [-2.743, 2.295, -1.748], [-3.442, 3.559, -2.795], [-0.298, 4.151, -2.771], [-1.274, 3.925, -0.843], [-2.025, 5.181, -1.932], [0.588, 3.874, -2.180], [-0.132, 5.166, -3.193], [2.298, 0.968, 8.031], [1.964, 0.806, 6.577], [1.786, -0.457, 6.003], [1.319, -0.588, 4.691], [1.059, 0.570, 3.947], [1.223, 1.831, 4.509], [1.729, 1.942, 5.792], [0.213, 0.611, 2.380], [-0.190, -0.812, 2.183], [-0.877, 1.540, 2.607], [1.091, 0.979, 1.218], [1.450, 0.640, 8.646], [3.169, 0.380, 8.329], [2.481, 2.026, 8.228], [1.998, -1.351, 6.593], [1.125, -1.567, 4.266], [0.918, 2.724, 3.973], [1.891, 2.927, 6.221]],
  "atomic_forces_ev_per_a": [[0.93, 0.75, -3.27], [-0.47, -0.42, 0.76], [-0.27, -0.28, 0.35], [-0.30, 0.05, -0.13], [0.22, -0.24, -0.28], [-0.04, 0.08, 0.00], [-0.19, 0.23, 0.02], [0.24, 0.09, 0.20], [0.14, -0.28, 0.16], [-0.03, -0.21, 0.09], [0.03, 0.09, 0.08], [-0.21, 0.19, -0.02], [0.00, -0.14, 0.27], [0.00, -0.03, -0.03], [0.24, 0.18, -0.12], [-0.06, 0.12, 0.25], [-1.25, -0.58, 3.21], [-0.98, 0.91, -0.59], [-1.03, -1.08, -1.25], [0.05, -0.42, 0.41], [0.33, -0.05, -0.17], [0.31, 0.05, 0.18], [0.13, 0.49, 0.18], [-0.05, 0.21, 0.06], [0.03, 0.06, -0.19], [-0.02, -0.41, -0.02], [-0.05, 0.00, 0.22], [0.84, -1.72, -1.20], [1.06, -0.17, 0.25], [0.85, 0.20, 0.41], [0.20, 0.02, -0.18], [-0.64, 0.00, 0.07], [-0.70, -0.39, 0.25], [-0.27, -0.27, -0.31], [-0.17, 0.40, -0.43], [0.07, 0.09, -0.01], [-0.04, 0.15, 0.09], [-0.77, 0.85, 0.44], [-0.38, -1.08, -0.15], [0.71, -0.49, -0.24], [-0.33, 0.83, -0.11], [0.63, 0.00, 0.34], [-0.30, -0.79, 0.05], [0.20, 0.72, -0.35], [-0.07, 0.03, 0.08], [0.47, 0.14, 0.32], [-0.24, 0.38, -0.35], [0.22, -0.21, 0.29], [-0.16, 0.27, -0.14], [0.06, -0.75, -0.28], [0.01, 0.00, 0.05], [-0.08, -0.04, -0.49], [-0.10, 0.14, -0.24], [0.18, 0.51, -0.09], [-0.01, 0.52, 0.13], [0.50, -0.15, 0.36], [-0.12, -0.24, 0.32], [-1.39, -2.29, -1.13], [0.62, 3.01, 0.76], [1.40, 0.50, 0.23], [-0.13, 0.23, 1.01], [0.16, 0.09, -0.04], [-0.02, 0.08, -0.01], [0.07, -0.13, 0.22], [-0.16, 0.21, -0.13], [0.07, 0.23, -0.04], [0.12, -0.19, -0.12], [-0.09, -0.06, 0.04]],
  "lowdin_spin": [-0.006, 0.003, 0.000, 0.001, 0.001, 0.000, 0.000, 0.000, 0.000, 0.000, 0.000, 0.000, 0.000, 0.000, 0.000, 0.000, 7.036, 0.000, -0.001, 0.000, 0.000, -0.005, -0.004, 0.000, 0.000, 0.000, 0.000, -0.003, -0.004, -0.004, 0.000, -0.004, -0.004, 0.000, 0.000, 0.000, 0.000, 0.000, 0.000, 0.000, 0.000, 0.000, 0.000, 0.000, 0.000, 0.000, 0.000, 0.000, 0.000, 0.000, 0.000, 0.000, 0.000, 0.000, 0.000, 0.000, 0.000, -0.001, -0.003, 0.000, -0.005, 0.000, 0.000, 0.000, 0.000, 0.000, 0.000, 0.000]
}